No. 1
91
Properties=species:S:1:pos:R:3:mulliken_charge:R:1 method="wB97M-V/def2-TZVPD" e_lumo_ha="-0.0286 / -0.0283" mol_weight_g_mol=863.61 gap_ev="7.2 / 6.8"
Ni -0.9119 0.1841 -1.3336 0.01
N -2.8397 -3.3244 -3.0022 -0.48
C -2.1103 -2.2477 -2.6333 0.78
S -2.7768 -1.1551 -1.4821 -0.51
N -0.9206 -2.1485 -3.2030 -1.86
N -0.2536 -1.0678 -2.7518 1.49
C 0.8934 -0.7994 -3.2567 -1.06
C 1.5204 0.4273 -2.7832 0.79
C 2.7795 0.8448 -3.1900 -0.93
C 3.2556 2.0674 -2.7407 -0.79
C 2.4642 2.8336 -1.9022 -0.94
C 1.2285 2.3355 -1.5174 -0.63
N 0.7676 1.1619 -1.9354 1.56
H -3.8066 -3.3738 -2.7388 0.23
H -2.5174 -3.8560 -3.7932 0.25
H 1.3419 -1.4221 -4.0235 0.46
H 3.3616 0.2237 -3.8571 0.58
H 4.2304 2.4193 -3.0525 0.44
H 2.7850 3.8002 -1.5398 0.58
H 0.5771 2.8838 -0.8581 0.04
C -2.0544 1.5019 2.4430 -0.75
Si -1.7548 2.6491 0.9819 -0.07
C -3.0307 4.0234 1.1825 -1.35
C -0.0947 3.4814 1.3363 -0.63
C -1.9682 1.7539 -0.6320 -0.29
Si -2.3662 2.7927 -2.1368 0.52
C -4.1794 3.2895 -2.1508 -1.30
C -1.3515 4.3838 -2.2721 -1.05
C -2.0890 1.8772 -3.7633 -1.09
H -1.8731 2.0180 3.3894 0.46
H -1.4154 0.6195 2.4217 0.08
H -3.0922 1.1552 2.4465 0.31
H -2.9402 4.4790 2.1726 0.32
H -4.0459 3.6291 1.0919 0.33
H -2.9177 4.8192 0.4428 0.31
H -0.1596 3.9219 2.3356 0.47
H 0.1259 4.3012 0.6461 0.51
H 0.7554 2.7950 1.3458 -0.10
H -2.9588 1.2984 -0.4485 0.76
H -4.4372 3.9467 -1.3190 0.33
H -4.8150 2.4022 -2.0825 0.32
H -4.4320 3.8074 -3.0795 0.37
H -1.2639 4.9182 -1.3227 0.31
H -1.8463 5.0586 -2.9767 0.51
H -0.3443 4.2104 -2.6568 0.24
H -2.6027 0.9131 -3.7770 0.23
H -1.0310 1.6969 -3.9709 0.10
H -2.4865 2.4798 -4.5860 0.46
F -3.9178 -4.2957 4.6302 -0.29
C -2.5852 -4.4331 4.6658 0.72
F -2.1851 -4.1153 5.9118 -0.26
F -2.3135 -5.7408 4.4969 -0.26
C -1.8888 -3.5894 3.6346 0.31
C -2.5974 -2.7233 2.8248 -0.94
C -1.9186 -1.9533 1.8847 0.12
C -0.5409 -2.0491 1.7624 -0.12
C 0.1624 -2.9370 2.5830 -0.43
C -0.5049 -3.7014 3.5173 -1.11
P 0.3269 -1.0460 0.5062 1.98
C 1.4664 -0.0297 1.5118 1.37
C 2.5062 0.6557 0.8839 -0.44
C 3.3066 1.5425 1.5880 -1.50
C 3.0586 1.7693 2.9310 0.09
C 2.0207 1.1057 3.5709 -1.28
C 1.2331 0.2116 2.8672 -1.02
C 3.8848 2.7442 3.7203 0.69
F 3.1359 3.7579 4.1913 -0.26
F 4.4560 2.1585 4.7890 -0.27
F 4.8725 3.2869 2.9906 -0.29
C 1.3839 -2.3543 -0.2269 0.34
C 0.6848 -3.4144 -0.8038 -0.83
C 1.3515 -4.4313 -1.4649 -0.84
C 2.7344 -4.3974 -1.5507 0.25
C 3.4467 -3.3637 -0.9600 -1.14
C 2.7747 -2.3482 -0.2980 -0.21
C 3.4947 -5.4685 -2.2778 0.75
F 4.3604 -6.1048 -1.4663 -0.26
F 4.2273 -4.9524 -3.2861 -0.27
F 2.6918 -6.4006 -2.8100 -0.29
H -3.6717 -2.6468 2.9156 0.55
H -2.4726 -1.2869 1.2386 0.31
H 1.2376 -3.0293 2.4839 0.49
H 0.0387 -4.3886 4.1530 0.40
H 2.7024 0.5048 -0.1699 0.41
H 4.1107 2.0634 1.0866 0.50
H 1.8251 1.2891 4.6198 0.43
H 0.4261 -0.2936 3.3803 0.31
H -0.3971 -3.4432 -0.7424 0.46
H 0.7949 -5.2393 -1.9180 0.50
H 4.5284 -3.3535 -1.0088 0.46
H 3.3505 -1.5677 0.1776 0.49

=====

No. 2
82
Properties=species:S:1:pos:R:3:mulliken_charge:R:1 method="wB97M-V/def2-TZVPD" e_lumo_ha="-0.1174 / -0.1171" mol_weight_g_mol=734.70 total_charge=+1 gap_ev="1.8 / 1.7"
C -2.2460 0.4898 0.5229 -0.68
C -2.1998 1.0174 -0.7782 -0.89
C -2.3956 -0.0517 -1.6905 -0.10
H -2.0417 2.0724 -1.0567 0.42
C -2.5144 -1.2533 -0.9296 -1.23
C -2.4401 -0.9154 0.4285 -0.15
H -2.5213 -1.6134 1.2798 0.47
H -2.1556 1.0788 1.4652 0.44
H -2.4868 0.0328 -2.7880 0.87
H -2.6223 -2.2616 -1.3730 0.43
La -0.0142 -0.3821 -0.5853 1.26
C 3.8755 1.8248 -2.8274 -0.62
H 3.9032 2.0477 -1.6642 0.01
H 4.4926 1.1040 -3.3675 0.44
H 4.6629 2.5729 -2.6667 0.46
Si -0.0489 0.2985 -3.2378 -0.38
C 0.3840 1.8108 -4.2517 0.75
C -0.7152 2.6755 -4.0721 -0.49
H -1.3706 2.5026 -3.2097 0.01
C -1.0027 3.6363 -5.0315 -0.56
H -1.9200 4.1811 -4.9055 0.41
C -0.1389 3.8743 -6.0877 -0.66
H -0.4031 4.6287 -6.8082 0.39
C 1.0371 3.1526 -6.1698 -0.43
H 1.7265 3.3815 -6.9703 0.39
C 1.3438 2.1356 -5.2503 -0.46
H 2.2870 1.5812 -5.3649 0.60
C 0.4059 -1.1419 -4.2387 1.25
C 0.0721 -1.0071 -5.6110 -0.68
H -0.0035 -0.0036 -6.0396 0.20
C -0.2879 -2.1508 -6.3367 -0.56
H -0.6209 -2.0288 -7.3665 0.38
C -0.1733 -3.4176 -5.7479 -0.47
H -0.4624 -4.2950 -6.3209 0.35
C 0.3128 -3.5586 -4.4382 -0.68
H 0.4182 -4.5515 -3.9963 0.38
C 0.7084 -2.4272 -3.7063 -0.59
H 1.1449 -2.5441 -2.7027 0.39
H 3.1912 2.3825 -3.4836 0.30
H 3.3411 1.1391 -2.2286 0.08
F -1.9237 -1.9690 5.7991 -0.35
C -0.7289 -1.3241 5.5452 1.09
C -0.3721 -1.1722 4.2351 -1.41
C 0.7514 -0.3754 3.9072 0.32
C 1.1190 -0.1291 2.5504 1.36
O 0.6418 -0.8864 1.6048 -0.87
C 2.0261 0.9540 2.2780 -0.45
C 2.8428 1.3872 3.3150 -0.44
N 2.6834 0.9350 4.6079 0.07
C 3.6154 1.3252 5.5895 -0.26
C 5.0209 1.6245 5.1666 -0.68
C 4.1145 2.7325 5.5835 -0.59
C 1.5518 0.1739 4.9472 0.24
C 1.1655 -0.0136 6.2821 -0.29
C 0.0206 -0.7809 6.6226 -0.43
N -0.3199 -0.9400 7.9797 0.13
C -0.2940 0.2372 8.8290 -0.61
C 0.0091 -0.1381 10.2772 -0.70
N -0.9577 -1.1827 10.6631 -0.13
C -0.9706 -2.3984 9.8238 -0.96
C -1.2675 -1.9583 8.4055 -0.71
C 2.3589 1.4188 0.8809 0.30
O 3.4868 1.8477 0.6227 -0.80
O 1.3877 1.3449 -0.0054 -0.53
H -0.9578 -1.6158 3.4288 0.43
H 3.6476 2.0935 3.1454 0.70
H 3.5036 0.8371 6.5617 0.65
H 5.7851 1.3293 5.8768 0.28
H 5.2735 1.5465 4.1094 0.22
H 3.7363 3.4049 4.8015 0.26
H 4.2840 3.1706 6.5676 0.29
H 1.7514 0.4520 7.0826 -0.01
H -1.2755 0.7541 8.7928 0.22
H 0.4607 0.9385 8.4662 0.36
H 1.0077 -0.5661 10.4040 0.35
H -0.1083 0.7198 10.9458 0.39
H -0.8066 -1.4464 11.6359 0.36
H -1.8897 -0.7718 10.5705 0.42
H -1.7418 -3.0709 10.1984 0.43
H 0.0067 -2.8681 9.9362 0.37
H -2.2956 -1.5495 8.3585 0.41
H -1.1970 -2.8238 7.7417 0.52

=====

No. 3
88
Properties=species:S:1:pos:R:3:mulliken_charge:R:1 method="wB97M-V/def2-TZVPD" e_lumo_ha="-0.2583 / -0.2158" mol_weight_g_mol=748.74 spin_multiplicity=5 total_charge=+2 s_squared=6.100 gap_ev="6.7 / 8.0"
Mn -0.3324 0.0109 0.7516 0.12
C -3.5034 -3.1853 -4.4614 -1.39
C -4.3108 -2.1070 -2.2634 0.41
N -4.9673 -2.3398 -1.1770 -0.91
N -4.4420 -1.5776 -0.1427 0.38
C -3.1510 -1.6177 0.1036 0.25
S -2.5087 -0.6079 1.3239 -0.59
N -1.5860 -1.7206 -1.6189 0.38
N -0.2575 -1.4280 -1.1585 -0.47
H -3.3854 -4.1550 -4.9442 0.46
H -2.5229 -2.7120 -4.4036 0.22
H -4.1506 -2.5748 -5.0917 0.36
H -5.0821 -1.1857 0.5394 0.31
H 0.2596 -1.1529 -1.9900 0.20
H 0.1593 -2.3108 -0.8474 0.50
N -1.5073 0.4648 -2.5004 -0.18
P -0.9832 1.4233 -1.1684 1.85
C -2.2286 2.7097 -0.9748 0.88
C -2.9065 2.8632 0.2317 -0.16
C -3.8670 3.8579 0.3663 -0.90
C -4.1514 4.6906 -0.7044 -0.57
C -3.4754 4.5412 -1.9132 -0.83
C -2.5102 3.5597 -2.0493 -0.77
C 0.4721 2.2260 -1.8758 0.31
C 0.7783 3.5409 -1.5285 -0.59
C 1.9525 4.1202 -1.9852 -0.86
C 2.8220 3.3957 -2.7938 -0.60
C 2.5096 2.0942 -3.1602 -0.87
C 1.3380 1.5097 -2.7016 -0.40
C -2.2864 -0.6713 -2.2429 0.29
C -3.5749 -0.8336 -2.5397 -1.46
C -4.1133 -3.3615 -3.0752 0.26
C -3.2732 -4.2244 -2.1371 -0.85
C -2.6017 -3.8260 -1.0563 -0.42
N -2.3356 -2.4378 -0.6989 -0.07
H -1.9005 1.0342 -3.2415 0.64
H -2.7014 2.1969 1.0607 0.07
H -4.3928 3.9778 1.3042 0.48
H -4.9000 5.4652 -0.6003 0.44
H -3.6954 5.1995 -2.7437 0.45
H -1.9614 3.4792 -2.9831 0.43
H 0.0886 4.1270 -0.9329 0.47
H 2.1796 5.1465 -1.7280 0.48
H 3.7304 3.8574 -3.1593 0.46
H 3.1677 1.5416 -3.8191 0.51
H 1.0829 0.5066 -3.0236 0.37
H -4.1509 -0.0209 -2.9678 0.47
H -5.0808 -3.8686 -3.1478 0.57
H -3.2722 -5.2897 -2.3459 0.43
H -2.1245 -4.5424 -0.4015 0.57
O 0.0242 -0.3105 3.2670 -0.63
C 0.5547 -1.3442 2.8735 0.18
N 0.6356 -1.5807 1.5271 1.02
C 1.2100 -2.8180 1.2985 0.05
O 1.3669 -3.3235 0.2036 -0.78
C 1.5563 -3.3948 2.6387 0.16
C 2.1428 -4.5934 2.9723 -0.46
C 2.3205 -4.8565 4.3320 -0.59
C 1.9142 -3.9467 5.3035 -0.59
C 1.3169 -2.7355 4.9535 -0.52
C 1.1536 -2.4849 3.6100 0.13
H 2.4525 -5.3009 2.2136 0.53
H 2.7784 -5.7885 4.6371 0.44
H 2.0584 -4.1863 6.3489 0.44
H 0.9909 -2.0276 5.7056 0.56
C 5.0024 -0.1333 1.4374 -0.63
C 4.2547 -0.6429 0.2234 -0.65
N 2.9246 -0.0217 0.1755 0.20
C 2.4821 0.9517 0.9905 -0.34
N 1.1679 1.1995 1.0228 1.31
C 0.6785 2.3375 1.8217 -0.86
C 1.5354 2.5383 3.0544 -0.82
C 2.9656 2.7362 2.6028 -0.70
N 3.3694 1.6530 1.6990 0.24
C 4.7997 1.3668 1.5342 -0.67
H 6.0603 -0.3786 1.3591 0.41
H 4.6128 -0.6016 2.3452 0.28
H 4.1334 -1.7250 0.2625 0.33
H 4.7957 -0.3976 -0.6910 0.41
H 2.2077 -0.5082 -0.3333 -0.13
H -0.3552 2.1372 2.1245 0.08
H 0.6644 3.2429 1.2117 0.36
H 1.4523 1.6625 3.6971 0.24
H 1.2017 3.4110 3.6141 0.46
H 3.6456 2.7289 3.4517 0.51
H 3.0811 3.6963 2.0932 0.25
H 5.3170 1.7812 2.3955 0.45
H 5.1814 1.8691 0.6406 0.22